--- A ---
The following is a DFT calculation (ωB97M-V/def2-TZVPD) of an isolated molecule of C5H14N2.

Geometry as XYZ:
```
21
Properties=species:S:1:pos:R:3:nbo_charge:R:1
N 1.19 -0.26 -0.43 -0.6429
N -1.05 0.41 -2.45 -0.8466
C -0.64 -1.56 1.94 -0.6067
C 1.96 0.96 -0.12 -0.4285
C -0.28 -0.21 -0.21 -0.0472
C -0.94 0.85 -1.05 -0.2230
C -0.64 -0.17 1.29 -0.4169
H 0.11 0.45 1.74 0.1988
H 1.57 -1.06 0.06 0.3539
H -1.24 -1.54 2.85 0.2173
H 0.39 -1.85 2.12 0.1981
H -1.58 0.35 1.45 0.1985
H 2.61 0.80 0.72 0.1913
H -0.97 -2.27 1.20 0.2017
H -0.58 -1.18 -0.62 0.1857
H 2.50 1.27 -1.02 0.1924
H -0.57 0.98 -3.13 0.3575
H -0.72 -0.53 -2.63 0.3583
H -1.95 0.95 -0.67 0.1819
H -0.44 1.81 -1.09 0.1903
H 1.26 1.78 0.05 0.1863
```

## Properties
Gap between HOMO and LUMO, eV: 9.7
SMILES: CC[C@@H](CN)NC
Lowest unoccupied orbital energy, eV: 1.10
HOMO, eV: -8.57


--- B ---
The following is a DFT calculation (ωB97M-V/def2-TZVPD) of a cluster of 3 separate species, C5H14N2 in total.

Geometry as XYZ:
```
21
Properties=species:S:1:pos:R:3:nbo_charge:R:1
N -0.53 0.56 2.31 -0.4313
N 0.68 -0.98 -1.25 -0.6264
C -0.29 2.91 -0.38 -0.4250
C -0.44 -0.43 1.34 -0.2989
C 0.38 2.17 -1.27 -0.3724
C -0.54 -1.65 -1.68 -0.4647
C 0.78 -1.38 1.62 -0.6063
H 1.42 -1.69 -1.30 0.3190
H -0.82 -2.40 -0.90 0.1835
H -0.29 -2.06 -2.66 0.2162
H 1.39 -0.71 2.24 0.2296
H -0.53 2.58 0.64 0.1832
H 0.54 1.10 -1.07 0.2253
H -1.48 0.95 2.22 0.3201
H 1.30 -1.52 0.67 0.2243
H -0.07 3.98 -0.43 0.1899
H 0.64 2.64 -2.21 0.1933
H -1.34 -0.91 -1.73 0.1937
H -1.43 -0.92 1.20 0.2030
H 0.55 -2.27 2.19 0.2134
H 0.05 0.04 0.44 0.3304
```

## Properties
Gap between HOMO and LUMO, eV: 4.9
Lowest unoccupied orbital energy, eV: -2.67
HOMO, eV: -7.62


A is favored, and the nearest alternative lies 690.8 kJ/mol above it.


--- A ---
The following is a DFT calculation (ωB97M-V/def2-TZVPD) of a structure of composition C5H14N2.

Geometry as XYZ:
```
21
Properties=species:S:1:pos:R:3:nbo_charge:R:1
N 2.98 1.09 -0.16 -0.8272
N -0.46 0.50 -0.32 -0.7455
C 0.73 0.11 0.10 0.3677
C 0.10 -2.31 -0.29 -0.6028
C 1.23 -1.32 0.02 -0.5065
C 1.72 1.17 0.59 -0.3102
C -3.89 0.90 0.16 -0.8606
H 1.67 -1.57 0.99 0.2261
H -2.82 0.75 0.06 0.2442
H 0.49 -3.32 -0.33 0.2071
H -4.40 0.05 -0.29 0.2049
H 1.94 0.96 1.63 0.2131
H 2.85 1.46 -1.09 0.3492
H -4.19 1.77 -0.42 0.2057
H 2.02 -1.38 -0.72 0.2443
H 1.23 2.14 0.49 0.1995
H 3.66 1.71 0.24 0.3623
H 0.35 0.56 -1.12 0.3887
H -0.67 -2.23 0.48 0.2143
H -4.15 1.03 1.21 0.2042
H -0.40 -2.08 -1.22 0.2213
```

## Properties
Gap between HOMO and LUMO, eV: 8.7
Lowest unoccupied orbital energy, eV: 0.77
HOMO, eV: -7.96


--- B ---
The following is a DFT calculation (ωB97M-V/def2-TZVPD) of an isolated molecule of C5H14N2.

Geometry as XYZ:
```
21
Properties=species:S:1:pos:R:3:nbo_charge:R:1
N 1.44 0.72 -0.85 -0.8456
N 0.53 2.94 0.71 -0.8286
C 0.32 0.60 0.06 -0.0430
C 0.45 1.54 1.24 -0.2206
C 0.07 -0.84 0.56 -0.4098
C -1.55 -2.10 -0.94 -0.6125
C -0.05 -1.92 -0.52 -0.3966
H -2.10 -2.92 -0.48 0.2079
H 1.32 1.27 1.85 0.1960
H 0.51 -1.67 -1.42 0.1912
H -0.57 0.90 -0.52 0.1427
H 0.76 3.55 1.49 0.3542
H -0.76 -0.85 1.27 0.2096
H -0.44 3.13 0.49 0.3439
H 0.34 -2.91 -0.23 0.2086
H -2.07 -1.17 -0.73 0.1980
H 1.39 0.01 -1.56 0.3499
H 1.46 1.61 -1.34 0.3761
H 1.00 -1.05 1.08 0.2069
H -1.62 -2.29 -2.02 0.2050
H -0.45 1.44 1.86 0.1666
```

## Properties
Gap between HOMO and LUMO, eV: 10.0
SMILES: CCC[C@H](N)CN
Lowest unoccupied orbital energy, eV: 1.12
HOMO, eV: -8.92


--- C ---
The following is a DFT calculation (ωB97M-V/def2-TZVPD) of a cluster of 2 separate species, C5H14N2 in total.

Geometry as XYZ:
```
21
Properties=species:S:1:pos:R:3:nbo_charge:R:1
N -0.75 -0.89 -1.31 -0.4635
N -2.04 -0.42 -1.69 -0.6886
C 0.97 0.84 2.14 -0.6505
C 0.26 0.11 -1.39 -0.2381
C -1.05 -0.49 1.46 -0.4992
C -0.37 0.69 1.48 -0.1647
C 1.65 -0.51 -1.28 -0.6101
H 1.83 -1.21 -2.09 0.2135
H -2.13 -0.49 1.36 0.2269
H 0.87 1.29 3.13 0.2246
H 0.17 0.71 -2.30 0.1941
H -0.63 -1.36 1.94 0.2091
H -2.11 0.59 -1.74 0.3271
H 1.74 -1.04 -0.33 0.2023
H 0.12 0.78 -0.44 0.1691
H -0.92 1.62 1.35 0.2041
H -0.86 -1.04 -0.17 0.3583
H 1.47 -0.12 2.26 0.2124
H 2.41 0.27 -1.31 0.2056
H -2.26 -0.81 -2.60 0.3518
H 1.63 1.49 1.55 0.2155
```

## Properties
Gap between HOMO and LUMO, eV: 9.7
SMILES: C=CC.CCNN
Lowest unoccupied orbital energy, eV: 1.14
HOMO, eV: -8.52


B is favored, and the nearest alternative lies 229.6 kJ/mol above it.


--- A ---
The following is a DFT calculation (ωB97M-V/def2-TZVPD) of an isolated molecule of C5H14N2.

Geometry as XYZ:
```
21
Properties=species:S:1:pos:R:3:nbo_charge:R:1
N -1.98 0.81 1.08 -0.6173
N 0.41 -0.08 -2.29 -0.8438
C 0.23 0.18 0.14 -0.4124
C 2.48 -0.28 -0.87 -0.6295
C 0.96 -0.52 -1.01 -0.0439
C -1.71 0.19 2.41 -0.4283
C -1.28 0.12 -0.01 -0.2213
H 2.79 0.45 -1.62 0.2087
H 0.77 -1.56 -0.94 0.1781
H 0.61 1.20 0.26 0.2027
H 2.75 -0.05 0.16 0.2087
H -1.20 0.88 3.06 0.1908
H 3.06 -1.17 -1.15 0.2054
H -2.66 -0.02 2.90 0.1898
H -1.15 -0.74 2.34 0.1785
H -1.58 -0.93 -0.09 0.1631
H -2.97 0.68 0.94 0.3496
H -1.50 0.66 -0.91 0.2098
H 0.91 -0.46 -3.09 0.3596
H 0.63 -0.27 1.05 0.2012
H 0.42 0.93 -2.35 0.3505
```

## Properties
Gap between HOMO and LUMO, eV: 10.0
SMILES: CNCC[C@H](C)N
Lowest unoccupied orbital energy, eV: 1.14
HOMO, eV: -8.85


--- B ---
The following is a DFT calculation (ωB97M-V/def2-TZVPD) of a structure of composition C5H14N2.

Geometry as XYZ:
```
21
Properties=species:S:1:pos:R:3:nbo_charge:R:1
N -0.36 -1.52 0.04 -0.6708
N 1.14 1.88 0.86 -0.8337
C -1.02 1.75 -1.65 -0.6054
C 0.18 -2.93 1.27 -0.5428
C 0.98 0.46 0.61 -0.2231
C -0.36 -0.08 0.05 -0.0556
C -0.69 0.29 -1.39 -0.3910
H 1.04 2.44 0.03 0.3531
H -1.13 0.31 0.73 0.1603
H -0.16 2.41 -1.59 0.1921
H -1.53 -0.35 -1.67 0.2249
H 0.46 2.24 1.54 0.3518
H -1.47 1.89 -2.63 0.2157
H 1.16 -0.11 1.52 0.1829
H -0.33 -2.43 2.09 0.2346
H -0.33 -3.85 1.01 0.2322
H 0.15 -2.39 0.03 0.3767
H 0.18 -0.04 -1.96 0.2013
H -1.77 2.09 -0.93 0.2043
H 1.75 0.17 -0.11 0.1813
H 1.26 -2.92 1.43 0.2112
```

## Properties
Gap between HOMO and LUMO, eV: 8.9
Lowest unoccupied orbital energy, eV: 0.74
HOMO, eV: -8.20


--- C ---
The following is a DFT calculation (ωB97M-V/def2-TZVPD) of an isolated molecule of C5H14N2.

Geometry as XYZ:
```
21
Properties=species:S:1:pos:R:3:nbo_charge:R:1
N 0.34 0.68 1.65 -0.6238
N 0.62 -1.66 -1.20 -0.8309
C -1.03 0.25 -0.97 -0.4078
C 1.15 1.75 2.27 -0.4198
C 1.02 0.10 0.45 -0.2188
C -2.11 -0.47 -1.84 -0.6205
C -0.03 -0.67 -0.33 -0.0616
H -1.89 -0.44 -2.90 0.2035
H 1.85 -0.54 0.78 0.1753
H -0.58 -1.27 0.40 0.1714
H 2.08 1.82 1.72 0.1750
H -1.53 0.88 -0.23 0.2272
H 1.43 1.58 3.31 0.1950
H 0.63 2.70 2.15 0.1936
H -0.55 0.93 -1.68 0.1886
H -3.03 0.07 -1.60 0.2153
H 1.45 0.92 -0.11 0.1834
H 1.56 -1.39 -1.44 0.3498
H -2.23 -1.50 -1.49 0.2047
H 0.34 -0.14 2.25 0.3474
H 0.15 -1.69 -2.10 0.3529
```

## Properties
Gap between HOMO and LUMO, eV: 10.2
SMILES: CC[C@@H](N)CNC
Lowest unoccupied orbital energy, eV: 1.17
HOMO, eV: -9.03


A is favored, and the nearest alternative lies 14.4 kJ/mol above it.


--- A ---
The following is a DFT calculation (ωB97M-V/def2-TZVPD) of an isolated molecule of C5H14N2.

Geometry as XYZ:
```
21
Properties=species:S:1:pos:R:3:nbo_charge:R:1
N 1.16 -0.29 0.26 -0.4512
N -0.83 0.43 -1.92 -0.8569
C -2.20 -0.11 0.05 -0.6363
C -1.07 0.81 -0.49 -0.0679
C 2.27 0.01 1.16 -0.4390
C 0.59 -1.62 0.61 -0.3946
C 0.29 0.84 0.18 -0.2096
H -2.44 0.18 1.15 0.2159
H 3.25 -0.15 0.70 0.2043
H -1.94 -1.19 -0.05 0.2085
H -0.95 1.28 -2.55 0.3633
H 0.87 1.60 -0.43 0.2024
H -1.54 1.77 -0.42 0.1887
H -1.49 -0.31 -2.19 0.3565
H 0.04 -1.98 -0.25 0.2004
H 1.33 -2.28 0.96 0.2082
H 2.12 -0.45 2.19 0.1810
H 0.11 1.32 1.13 0.1582
H -0.25 -1.37 1.48 0.1461
H -3.23 -0.05 -0.52 0.2162
H 2.53 1.06 1.38 0.2059
```

## Properties
Gap between HOMO and LUMO, eV: 9.1
SMILES: C[C@H](N)CN(C)C
Lowest unoccupied orbital energy, eV: 1.01
HOMO, eV: -8.08


--- B ---
The following is a DFT calculation (ωB97M-V/def2-TZVPD) of an isolated molecule of C5H14N2.

Geometry as XYZ:
```
21
Properties=species:S:1:pos:R:3:nbo_charge:R:1
N -0.73 0.13 -0.55 -0.6888
N 2.30 -1.50 1.05 -0.8180
C 1.46 -0.35 0.58 -0.2418
C -0.73 -1.19 1.44 -0.6131
C -0.51 1.48 -1.06 -0.1976
C -1.71 2.26 -1.70 -0.6217
C 0.13 -0.90 0.20 -0.0412
H 1.16 0.69 1.18 0.2106
H 1.83 -2.36 0.79 0.3526
H -0.59 -2.20 1.83 0.1904
H -1.49 -0.26 -1.11 0.3595
H -2.17 1.49 -2.42 0.2091
H -0.72 -0.64 2.25 0.2023
H -1.83 -1.16 1.18 0.2159
H 0.16 -1.80 -0.41 0.1842
H -1.14 3.08 -2.27 0.2185
H 1.88 -0.02 -0.43 0.1892
H -0.07 2.07 -0.23 0.1708
H 0.32 1.55 -1.81 0.1445
H 2.23 -1.42 2.06 0.3545
H -2.33 2.77 -0.89 0.2201
```

## Properties
Gap between HOMO and LUMO, eV: 9.1
SMILES: CCN[C@H](C)CN
Lowest unoccupied orbital energy, eV: 1.08
HOMO, eV: -8.00


A is favored, and the nearest alternative lies 50.9 kJ/mol above it.